C23H21GeN3NiS2 | wB97M-V/def2-TZVPD

XYZ file:
```
51
C23H21GeN3NiS2, DFT wB97M-V/def2-TZVPD
Ni -0.3818 0.0913 -0.3772
S -2.5534 -0.4545 -0.8030
C -2.0279 -2.0937 -0.6301
S -0.3413 -2.1900 -0.3217
C -2.8833 -3.2056 -0.7274
C -2.4070 -4.5361 -0.6057
N -2.0493 -5.6337 -0.5287
C -4.2753 -3.0568 -0.9602
N -5.4138 -2.9442 -1.1329
C 3.5844 0.7420 -1.7281
C 4.3557 0.7432 -0.5697
C 3.7303 0.5484 0.6505
C 2.3461 0.3550 0.7270
C 1.5358 0.3733 -0.4330
C 2.2103 0.5656 -1.6475
C 1.6867 0.1250 2.0405
C 2.3967 0.0138 3.2743
C 1.7107 -0.1484 4.4381
C 0.2966 -0.2299 4.4208
C -0.5016 -0.4050 5.5731
C -1.8619 -0.4987 5.4586
C -2.4784 -0.4277 4.1887
C -1.7325 -0.2537 3.0566
C -0.3237 -0.1414 3.1534
N 0.3805 0.0437 2.0158
H 4.0579 0.8909 -2.6943
H 5.4284 0.8957 -0.6171
H 4.3400 0.5525 1.5482
H 1.6350 0.5768 -2.5687
H 3.4764 0.0627 3.2907
H 2.2347 -0.2243 5.3859
H -0.0207 -0.4698 6.5440
H -2.4729 -0.6381 6.3429
H -3.5548 -0.5226 4.1136
H -2.1711 -0.2109 2.0640
C 1.9915 3.8720 -0.5529
Ge 0.2189 3.4743 0.2145
C 0.4628 3.3917 2.1747
C -0.7819 5.1898 -0.0176
C -0.7570 2.0179 -0.5829
H 2.3470 4.8418 -0.1912
H 1.9275 3.9098 -1.6425
H 2.7204 3.1070 -0.2889
H 0.7579 4.3803 2.5391
H 1.2271 2.6722 2.4691
H -0.4724 3.1064 2.6621
H -0.2350 6.0280 0.4251
H -1.7604 5.1211 0.4643
H -0.9459 5.4038 -1.0766
H -0.7431 2.1928 -1.6708
H -1.8011 2.1538 -0.2692
```

Computed properties:
* electronic energy: -147893.0652 eV
* HOMO-LUMO gap (alpha / beta): 0.2101 / 0.2101 Eh
* LUMO energy (alpha / beta): 4.50 / 4.50 eV
* charge: -2
* M: 534.88 g mol⁻¹
* energy above the lowest of the compared OMol25 structures with the same formula, charge and spin: 0.0 kcal per mole
* multiplicity: 1